Record 1
A 11-piece molecular cluster, CH23NO12 overall at a distorted geometry, computed with ωB97M-V/def2-TZVPD.

Energy above the lowest of the compared OMol25 structures with the same formula, charge and spin (kJ/mol): 354.9
Spin multiplicity: 1
LUMO energy (eV): -0.6584
HOMO (eV): -7.469

Atoms and positions in Å:
N1 -18.7024 -46.7085 1.9094
H1 -19.1295 -45.9656 1.7721
H2 -17.9783 -46.5186 2.6118
H3 -18.3323 -47.0583 1.0732
H4 -19.4198 -47.4533 2.2605
C1 -17.9347 -47.8660 5.2795
O1 -17.7067 -47.4617 6.5082
O2 -16.9143 -47.8401 4.4662
O3 -19.0680 -48.1861 4.8190
H5 -16.1166 -47.3733 4.9634
O4 -15.3291 -46.0774 1.4459
H6 -15.0479 -46.8458 0.8856
H7 -14.7180 -45.6516 2.0442
O5 -17.1206 -44.7884 4.0816
H8 -17.8347 -44.2480 4.4346
H9 -16.7862 -44.1692 3.4414
O6 -18.0066 -45.6332 -1.1618
H10 -18.0199 -44.7329 -1.4186
H11 -17.5130 -45.9809 -2.0083
O7 -22.2075 -46.7490 2.5139
H12 -22.6779 -47.3208 2.8540
H13 -22.4868 -46.2886 1.7762
O8 -22.0973 -49.6652 3.7785
H14 -22.0037 -49.8440 4.7158
H15 -21.2092 -49.1725 3.4583
O9 -20.2958 -45.5873 4.6141
H16 -19.9337 -46.3727 4.9650
H17 -20.9627 -45.8085 3.9216
O10 -20.3318 -43.4039 1.5303
H18 -20.8019 -43.2112 0.7839
H19 -20.4275 -42.7061 2.2120
O11 -19.6726 -48.7648 -0.2577
H20 -18.7777 -48.8283 -0.5529
H21 -20.1522 -47.8870 -0.7583
O12 -16.9015 -49.2877 2.1526
H22 -17.6319 -49.9113 2.3113
H23 -16.6791 -48.8650 2.9240

In elementary charge units, the natural (NBO) charges are: atom 1 (N): -0.8144, atom 2 (H): 0.3947, atom 3 (H): 0.4828, atom 4 (H): 0.4332, atom 5 (H): 0.4723, atom 6 (C): 0.9399, atom 7 (O): -0.8036, atom 8 (O): -0.7698, atom 9 (O): -0.8521, atom 10 (H): 0.5223, atom 11 (O): -0.9924, atom 12 (H): 0.5011, atom 13 (H): 0.4931, atom 14 (O): -0.9365, atom 15 (H): 0.4865, atom 16 (H): 0.4557, atom 17 (O): -0.9459, atom 18 (H): 0.4724, atom 19 (H): 0.4753, atom 20 (O): -0.9385, atom 21 (H): 0.4702, atom 22 (H): 0.4774, atom 23 (O): -0.9763, atom 24 (H): 0.4850, atom 25 (H): 0.4915, atom 26 (O): -1.0027, atom 27 (H): 0.5054, atom 28 (H): 0.4804, atom 29 (O): -0.9568, atom 30 (H): 0.4668, atom 31 (H): 0.4912, atom 32 (O): -0.9538, atom 33 (H): 0.4755, atom 34 (H): 0.4819, atom 35 (O): -0.9860, atom 36 (H): 0.4798, atom 37 (H): 0.4944


Record 2
C25H30NOS4ScTe as an isolated structure at a distorted geometry, computed with ωB97M-V/def2-TZVPD.

Spin multiplicity: 1
LUMO energy (eV): 4.2791
Net charge: -2
HOMO (eV): -1.219

Atoms and positions in Å:
Sc1 0.5825 0.3935 -1.7769
C1 0.1508 2.3869 -0.1825
C2 0.9977 1.5232 0.5457
C3 2.2392 1.4596 -0.1297
C4 2.1736 2.3131 -1.2570
C5 0.8720 2.8705 -1.3030
C6 0.3539 3.8291 -2.3336
C7 3.3590 2.6932 -2.0891
C8 3.4864 0.7942 0.3745
C9 0.7271 0.9762 1.9138
C10 -1.2339 2.7831 0.2242
H1 0.1552 4.8156 -1.8987
H2 -0.5751 3.4710 -2.7824
H3 1.0796 3.9592 -3.1363
H4 3.9596 3.4476 -1.5653
H5 3.0712 3.0923 -3.0602
H6 4.0000 1.8317 -2.2890
H7 4.1397 1.5145 0.8831
H8 4.0532 0.3360 -0.4391
H9 3.2547 0.0032 1.0878
H10 1.1554 1.6372 2.6784
H11 1.1549 -0.0128 2.0610
H12 -0.3419 0.8840 2.0997
H13 -1.7124 3.3752 -0.5563
H14 -1.2098 3.3871 1.1392
H15 -1.8591 1.9080 0.4151
S1 4.1349 -0.7675 -4.6346
C11 2.7859 -0.4173 -3.7038
S2 1.6704 0.8340 -4.0933
S3 2.4235 -1.3016 -2.2442
O1 -1.4282 1.2270 -2.1839
N1 -2.4930 0.7025 -2.7693
C12 -3.6442 1.3955 -2.6714
C13 -4.8038 0.9576 -3.2489
C14 -4.7656 -0.2565 -3.9514
C15 -3.5977 -0.9586 -4.0305
C16 -2.3948 -0.5054 -3.4238
S4 -0.9314 -1.3085 -3.4451
H16 -3.5426 2.3029 -2.0977
H17 -5.7080 1.5378 -3.1465
H18 -5.6610 -0.6434 -4.4217
H19 -3.5419 -1.9037 -4.5517
C17 0.8987 -3.8372 5.6603
C18 0.3727 -3.2582 4.3736
C19 -0.9024 -2.7241 4.2905
C20 -1.3977 -2.1730 3.1104
C21 -2.7888 -1.6069 3.1122
C22 -0.6016 -2.1476 1.9541
Te1 -1.3494 -1.3185 0.1499
C23 0.6943 -2.6987 2.0283
C24 1.6010 -2.7166 0.8325
C25 1.1535 -3.2363 3.2254
H20 0.1337 -3.8157 6.4379
H21 1.7627 -3.2785 6.0290
H22 1.2170 -4.8752 5.5338
H23 -1.5388 -2.7295 5.1720
H24 -3.2584 -1.7396 4.0895
H25 -3.4056 -2.0826 2.3478
H26 -2.7761 -0.5448 2.8587
H27 1.1140 -3.1891 -0.0271
H28 2.5331 -3.2390 1.0524
H29 1.8447 -1.7057 0.5084
H30 2.1576 -3.6503 3.2551

In elementary charge units, the natural (NBO) charges are: atom 1 (Sc): 1.1971, atom 2 (C): -0.1328, atom 3 (C): -0.1225, atom 4 (C): -0.1494, atom 5 (C): -0.1368, atom 6 (C): -0.1018, atom 7 (C): -0.6367, atom 8 (C): -0.6262, atom 9 (C): -0.6256, atom 10 (C): -0.6266, atom 11 (C): -0.6244, atom 12 (H): 0.1884, atom 13 (H): 0.2276, atom 14 (H): 0.2167, atom 15 (H): 0.1858, atom 16 (H): 0.2234, atom 17 (H): 0.2340, atom 18 (H): 0.1883, atom 19 (H): 0.2367, atom 20 (H): 0.2104, atom 21 (H): 0.1887, atom 22 (H): 0.2201, atom 23 (H): 0.2260, atom 24 (H): 0.2030, atom 25 (H): 0.1892, atom 26 (H): 0.2397, atom 27 (S): -0.2932, atom 28 (C): -0.4784, atom 29 (S): -0.2461, atom 30 (S): -0.2885, atom 31 (O): -0.6473, atom 32 (N): 0.0066, atom 33 (C): 0.0322, atom 34 (C): -0.3139, atom 35 (C): -0.1997, atom 36 (C): -0.2486, atom 37 (C): 0.0124, atom 38 (S): -0.1047, atom 39 (H): 0.2226, atom 40 (H): 0.2054, atom 41 (H): 0.1987, atom 42 (H): 0.2228, atom 43 (C): -0.6143, atom 44 (C): -0.0772, atom 45 (C): -0.2332, atom 46 (C): -0.0990, atom 47 (C): -0.6320, atom 48 (C): -0.1207, atom 49 (Te): -0.2551, atom 50 (C): -0.0843, atom 51 (C): -0.6383, atom 52 (C): -0.1897, atom 53 (H): 0.1978, atom 54 (H): 0.2016, atom 55 (H): 0.2000, atom 56 (H): 0.1790, atom 57 (H): 0.1820, atom 58 (H): 0.2275, atom 59 (H): 0.2281, atom 60 (H): 0.2444, atom 61 (H): 0.1947, atom 62 (H): 0.2360, atom 63 (H): 0.1802


Record 3
A 15-piece molecular cluster, C4H41N3O14 overall at a distorted geometry, computed with ωB97M-V/def2-TZVPD.

Energy above the lowest of the compared OMol25 structures with the same formula, charge and spin (kJ/mol): 0.5
Spin multiplicity: 1
LUMO energy (eV): 0.2247
HOMO (eV): -9.074

Atoms and positions in Å:
N1 2.0893 0.7881 -0.8233
C1 2.3318 -0.3737 0.0042
C2 3.0483 0.2412 1.2902
C3 3.6744 -0.6943 2.3296
N2 3.0068 -1.7041 3.1260
C4 1.0662 -1.1441 0.4635
N3 -0.1233 -0.7806 -0.2948
H1 1.9843 0.6520 -1.8197
H2 1.4072 1.4506 -0.4818
H3 3.0741 -0.9746 -0.5242
H4 2.3230 0.9015 1.7957
H5 3.8416 0.8697 0.8750
H6 4.4949 -1.2437 1.8397
H7 4.1864 0.0259 2.9832
H8 2.7856 -2.5762 2.6650
H9 2.1339 -1.3698 3.5265
H10 1.1885 -2.1931 0.1506
H11 0.9695 -0.9950 1.5388
H12 -0.9428 -0.8933 0.2940
H13 -0.2323 0.1641 -0.6582
H14 -0.5538 -3.1202 1.2383
H15 -1.1515 -4.5493 1.0046
O1 -0.3633 -4.0224 0.9615
H16 1.3593 5.2700 1.0552
H17 2.5889 4.2716 0.4833
O2 1.6420 4.4556 0.6189
H18 -2.6176 -2.4079 -2.3319
H19 -3.8725 -1.8562 -1.6592
O3 -3.5400 -2.6292 -2.1134
H20 -1.4786 2.5429 0.3814
H21 -0.6073 2.7229 -0.9503
O4 -1.2629 2.1528 -0.4881
H22 4.4246 2.9637 -1.1553
H23 3.1639 2.3328 -0.6476
O5 3.6215 3.2271 -0.6980
H24 -0.6984 0.9319 3.7361
H25 -0.0081 -0.2909 3.0570
O6 -0.1934 0.1255 3.8968
H26 0.9158 -4.4292 -2.2255
H27 -0.0002 -3.5347 -1.4362
O7 0.6129 -3.5087 -2.2025
H28 1.4008 3.4043 -2.3917
H29 1.0900 3.9271 -0.9378
O8 0.6929 3.4901 -1.7313
H30 -0.6363 -2.2241 -3.1116
H31 -0.5722 -1.2616 -1.9166
O9 -1.0641 -1.4144 -2.7794
H32 -2.2740 -0.1590 3.3133
H33 -3.2307 0.1644 2.1007
O10 -2.6477 0.5325 2.7548
H34 -4.4734 0.1851 -0.4811
H35 -3.0696 0.5067 -0.2712
O11 -3.7406 -0.1187 0.0781
H36 -3.2862 -3.0207 1.8653
H37 -2.6990 -2.0808 0.7790
O12 -2.5229 -2.4932 1.6430
H38 -4.0871 3.4242 -1.1071
H39 -3.1640 2.2670 -1.5137
O13 -3.8965 2.4928 -0.9356
H40 0.4194 0.3128 -4.8249
H41 -0.3950 -0.0331 -3.5964
O14 0.2712 0.6265 -3.9158

In elementary charge units, the natural (NBO) charges are: atom 1 (N): -0.8904, atom 2 (C): -0.0563, atom 3 (C): -0.4079, atom 4 (C): -0.2265, atom 5 (N): -0.8322, atom 6 (C): -0.2435, atom 7 (N): -0.8896, atom 8 (H): 0.4046, atom 9 (H): 0.3841, atom 10 (H): 0.2005, atom 11 (H): 0.1923, atom 12 (H): 0.2136, atom 13 (H): 0.1828, atom 14 (H): 0.1877, atom 15 (H): 0.3624, atom 16 (H): 0.3541, atom 17 (H): 0.2194, atom 18 (H): 0.1590, atom 19 (H): 0.3648, atom 20 (H): 0.4074, atom 21 (H): 0.4914, atom 22 (H): 0.4801, atom 23 (O): -0.9702, atom 24 (H): 0.4978, atom 25 (H): 0.5285, atom 26 (O): -1.0037, atom 27 (H): 0.4902, atom 28 (H): 0.4651, atom 29 (O): -0.9754, atom 30 (H): 0.4887, atom 31 (H): 0.5154, atom 32 (O): -1.0232, atom 33 (H): 0.4800, atom 34 (H): 0.5020, atom 35 (O): -1.0157, atom 36 (H): 0.4916, atom 37 (H): 0.4657, atom 38 (O): -0.9525, atom 39 (H): 0.4806, atom 40 (H): 0.4933, atom 41 (O): -0.9677, atom 42 (H): 0.4972, atom 43 (H): 0.5091, atom 44 (O): -1.0050, atom 45 (H): 0.5020, atom 46 (H): 0.5035, atom 47 (O): -1.0223, atom 48 (H): 0.4867, atom 49 (H): 0.4986, atom 50 (O): -0.9928, atom 51 (H): 0.4938, atom 52 (H): 0.4963, atom 53 (O): -0.9838, atom 54 (H): 0.4853, atom 55 (H): 0.4966, atom 56 (O): -0.9805, atom 57 (H): 0.4795, atom 58 (H): 0.4904, atom 59 (O): -0.9718, atom 60 (H): 0.4614, atom 61 (H): 0.4979, atom 62 (O): -0.9905


Q: spin multiplicity of number 1 (CH23NO12)?
A: 1


Q: What is the HOMO in the second record?
A: -1.219 eV